{"formula": "C23H23F4", "method": "ωB97M-V with the def2-TZVPD basis set", "e_homo_ev": -11.0, "de_lowest_ev": 0.808, "largest_force_ha_per_bohr": 0.0368, "molar_mass_g_mol": 375.43, "charge": 1, "e_lumo_ev": -6.69, "total_energy_ev": -35085.4340, "symbols": ["C", "C", "C", "C", "C", "C", "C", "C", "C", "C", "H", "H", "H", "H", "H", "H", "H", "H", "H", "H", "H", "H", "H", "H", "H", "H", "F", "C", "C", "C", "F", "C", "C", "C", "C", "C", "C", "F", "C", "C", "F", "C", "C", "H", "H", "H", "H", "H", "H", "H"], "xyz": [[-2.55516, -3.05966, 0.77268], [-1.29465, -2.28872, 0.99438], [-1.29465, -1.00332, 1.38544], [-2.57031, -0.27978, 1.67183], [-0.02432, -0.22389, 1.56904], [1.24682, -0.99996, 1.37890], [2.52232, -0.27362, 1.66161], [1.24657, -2.28731, 0.99236], [2.50692, -3.05914, 0.77389], [-0.02392, -3.05159, 0.76366], [-0.02309, -3.94877, 1.41637], [-2.32110, -4.08320, 0.46214], [-3.17277, -3.12430, 1.67687], [-3.17991, -2.61292, -0.01113], [-2.36691, 0.73192, 2.03624], [-3.18897, -0.18631, 0.76957], [-3.17054, -0.80385, 2.42975], [-0.02647, 0.65393, 0.86323], [-0.02284, 0.21621, 2.58183], [2.31712, 0.73879, 2.02346], [3.12387, -0.79398, 2.42135], [3.14059, -0.18022, 0.75868], [2.27201, -4.08124, 0.45918], [3.13667, -2.61088, -0.00477], [3.12003, -3.12852, 1.68089], [-0.02464, -3.44510, -0.27178], [3.39291, -0.27431, -2.82188], [3.04924, 0.83460, -2.07275], [4.08204, 1.63244, -1.58783], [3.69221, 2.68142, -0.76101], [4.68702, 3.47911, -0.23673], [2.37193, 2.96510, -0.45745], [1.31033, 2.13167, -0.96351], [-0.01974, 2.42792, -0.52710], [-1.29861, 2.00207, -1.01032], [-2.45142, 2.75665, -0.58716], [-3.72401, 2.35905, -0.95737], [-4.81132, 3.06736, -0.49052], [-3.97765, 1.27673, -1.79429], [-2.85891, 0.54544, -2.18622], [-3.06714, -0.58835, -2.94756], [-1.55367, 0.87932, -1.84851], [1.70083, 1.08199, -1.84415], [5.12277, 1.43829, -1.83095], [2.14009, 3.83611, 0.15456], [-0.07298, 3.24756, 0.20428], [-2.32709, 3.65508, 0.01689], [-4.98110, 1.00668, -2.10930], [-0.73848, 0.27015, -2.23739], [0.96001, 0.47337, -2.35943]], "forces_ev_per_a": [[-0.311, -0.322, -0.030], [0.329, 0.469, 0.063], [0.305, -0.408, -0.341], [-0.313, 0.221, 0.054], [0.002, -0.285, 0.264], [-0.293, -0.481, -0.323], [0.309, 0.226, 0.051], [-0.320, 0.522, 0.079], [0.321, -0.325, -0.040], [0.000, 0.055, -0.092], [-0.001, 0.244, -0.265], [-0.114, 0.151, 0.047], [0.092, 0.053, -0.102], [0.077, -0.012, 0.111], [-0.095, -0.096, 0.029], [-0.031, -0.049, 0.126], [0.097, 0.178, -0.200], [0.005, -0.198, 0.401], [0.003, 0.123, -0.262], [0.092, -0.097, 0.032], [-0.100, 0.178, -0.208], [0.023, -0.056, 0.133], [0.118, 0.150, 0.046], [-0.079, -0.017, 0.110], [-0.096, 0.054, -0.100], [0.002, -0.009, 0.302], [-0.528, 1.599, 0.863], [-0.071, -1.129, -0.789], [-0.584, -0.057, 0.282], [0.895, 0.981, 0.386], [-1.400, -0.961, -0.685], [-0.467, -0.325, 0.130], [1.239, 0.124, -0.081], [-0.029, 0.399, -0.753], [-1.248, -0.079, -0.056], [0.516, -0.248, 0.144], [-1.003, 0.878, 0.336], [1.524, -0.811, -0.638], [0.597, -0.020, 0.281], [0.147, -1.109, -0.747], [0.339, 1.586, 0.943], [0.167, -0.089, -0.025], [-0.095, -0.131, 0.038], [-0.176, 0.011, 0.097], [0.126, -0.286, 0.002], [0.023, -0.385, -0.243], [-0.102, -0.289, -0.025], [0.153, 0.013, 0.121], [-0.646, 0.031, 0.245], [0.599, 0.025, 0.293]]}


{"formula": "C23H23IrN5O5", "method": "ωB97M-V with the def2-TZVPD basis set", "e_homo_ev": [-20.0, -20.0], "de_lowest_ev": 1.803, "largest_force_ha_per_bohr": 0.0122, "molar_mass_g_mol": 641.68, "charge": 4, "e_lumo_ev": [-12.79, -14.50], "total_energy_ev": -44711.1888, "spin_multiplicity": 2, "symbols": ["Ir", "O", "C", "O", "C", "C", "C", "C", "C", "N", "C", "O", "O", "H", "H", "H", "H", "H", "N", "C", "C", "N", "C", "C", "N", "C", "C", "N", "H", "H", "H", "H", "H", "H", "C", "C", "C", "C", "C", "C", "C", "O", "C", "C", "C", "H", "H", "H", "H", "H", "H", "H", "H", "H", "H", "H", "H"], "xyz": [[0.42244, 0.02900, -0.69405], [-0.27364, 3.77305, 1.57869], [-0.04874, 2.54052, 1.26442], [0.01460, 2.11677, 0.09923], [0.14854, 1.61256, 2.40785], [0.07064, 1.90722, 3.76381], [0.29415, 0.85935, 4.65164], [0.58410, -0.41291, 4.16002], [0.63866, -0.57612, 2.78173], [0.42540, 0.41687, 1.94258], [0.91258, -1.80831, 1.99344], [1.24075, -2.93930, 2.53314], [0.83034, -1.75610, 0.75673], [-0.37143, 4.36341, 0.80962], [-0.15439, 2.90712, 4.11065], [0.24105, 1.02852, 5.71923], [0.75098, -1.22596, 4.85598], [1.32503, -2.92510, 3.50070], [-3.14366, 0.96041, -2.30296], [-3.68317, 0.16142, -1.32033], [-2.64330, -0.34791, -0.60549], [-1.48644, 0.14028, -1.16952], [-1.81489, 0.93944, -2.18927], [-0.68311, 1.56457, -2.83064], [0.48478, 1.23122, -2.28716], [1.47405, 1.92367, -2.93641], [0.87541, 2.68185, -3.90019], [-0.47335, 2.44295, -3.81631], [-3.68534, 1.48337, -2.98016], [-4.74685, 0.02582, -1.21314], [-2.65100, -1.00840, 0.24405], [2.51782, 1.84710, -2.68295], [1.29428, 3.35703, -4.62823], [-1.17159, 2.87452, -4.40866], [2.79201, -7.14609, -4.90220], [2.25759, -6.01242, -4.09288], [1.11430, -6.12498, -3.31331], [0.58414, -5.04881, -2.51109], [-0.61741, -5.41554, -1.72814], [1.21950, -3.78197, -2.54084], [0.63894, -2.71395, -1.76891], [0.94385, -1.50233, -1.90721], [2.40663, -3.64731, -3.31412], [3.23777, -2.42735, -3.39483], [2.88277, -4.76993, -4.07350], [2.17834, -8.03812, -4.80759], [3.80934, -7.38668, -4.58576], [2.84332, -6.86554, -5.95640], [0.57517, -7.06635, -3.29388], [-1.37986, -5.80130, -2.41600], [-1.06283, -4.63782, -1.12052], [-0.36747, -6.26960, -1.08661], [-0.12573, -2.96520, -1.04073], [4.28789, -2.69405, -3.52120], [3.12037, -1.75374, -2.55549], [2.95424, -1.88458, -4.30953], [3.78689, -4.62369, -4.65570]], "forces_ev_per_a": [[0.142, 0.610, 0.035], [0.001, -0.063, -0.101], [0.052, 0.005, 0.075], [-0.015, -0.219, 0.059], [0.002, 0.143, -0.076], [0.012, -0.010, 0.012], [-0.003, -0.006, -0.056], [0.004, 0.037, 0.034], [0.012, -0.054, 0.071], [-0.042, -0.059, 0.208], [0.081, -0.114, -0.086], [-0.032, 0.023, -0.044], [-0.234, 0.120, -0.088], [-0.001, 0.009, 0.009], [-0.001, -0.004, 0.017], [0.007, 0.004, -0.001], [0.004, -0.003, -0.004], [0.004, 0.009, 0.010], [-0.013, 0.041, 0.009], [0.009, 0.013, -0.005], [-0.004, -0.020, -0.038], [0.053, -0.122, -0.002], [0.050, -0.031, 0.021], [-0.035, -0.021, -0.018], [-0.045, -0.159, -0.027], [0.008, 0.028, -0.029], [0.015, -0.019, 0.008], [-0.046, 0.010, -0.003], [-0.006, -0.015, -0.006], [0.000, -0.001, -0.002], [0.000, 0.008, 0.004], [-0.005, -0.004, 0.006], [-0.003, 0.004, 0.004], [0.006, -0.006, -0.012], [0.020, 0.006, -0.015], [-0.023, 0.001, 0.008], [0.009, -0.011, 0.006], [0.047, 0.022, -0.010], [-0.026, -0.014, -0.005], [-0.012, -0.103, -0.061], [0.040, 0.251, -0.163], [-0.009, -0.255, 0.197], [-0.053, 0.024, 0.045], [0.039, -0.005, -0.014], [0.009, -0.021, -0.008], [-0.004, 0.001, 0.002], [-0.003, -0.002, 0.005], [-0.004, -0.002, 0.001], [0.006, -0.002, 0.015], [0.002, 0.004, -0.004], [0.008, 0.001, 0.006], [0.000, 0.003, 0.002], [-0.003, -0.043, 0.010], [-0.006, -0.001, -0.016], [-0.001, -0.007, 0.010], [-0.010, 0.008, 0.012], [-0.005, 0.007, -0.003]]}


{"formula": "C23H23N3O5S", "method": "ωB97M-V with the def2-TZVPD basis set", "e_homo_ev": -8.6, "de_lowest_ev": 2.930, "largest_force_ha_per_bohr": 0.0135, "molar_mass_g_mol": 453.52, "charge": 0, "e_lumo_ev": -0.39, "total_energy_ev": -49766.8572, "symbols": ["C", "O", "C", "C", "C", "C", "C", "C", "C", "C", "O", "C", "C", "C", "C", "S", "C", "O", "C", "O", "N", "C", "C", "C", "N", "C", "C", "N", "C", "C", "O", "C", "H", "H", "H", "H", "H", "H", "H", "H", "H", "H", "H", "H", "H", "H", "H", "H", "H", "H", "H", "H", "H", "H", "H"], "xyz": [[4.95597, -1.85556, -1.32859], [3.63750, -1.77393, -0.84435], [2.98995, -0.57866, -0.90525], [3.53559, 0.58646, -1.42743], [2.81186, 1.76806, -1.42728], [1.53106, 1.80256, -0.91888], [0.96279, 0.64375, -0.40519], [-0.45552, 0.65141, 0.11100], [-1.41874, 1.24298, -0.88875], [-1.55993, 0.60351, -2.20130], [-1.32830, -0.58728, -2.34671], [-1.95821, 1.44019, -3.32677], [-2.42606, 0.98464, -4.53629], [-2.66498, 2.01639, -5.45577], [-2.35437, 3.24329, -4.94815], [-1.78874, 3.16355, -3.33701], [-2.06907, 2.26733, -0.30094], [-3.05123, 3.06508, -0.72264], [-1.56733, 2.43290, 1.09185], [-1.97336, 3.27455, 1.87454], [-0.63116, 1.48610, 1.27997], [0.15360, 1.33856, 2.47899], [0.09193, -0.08209, 3.03803], [-1.34326, -0.50003, 3.38139], [-1.41455, -1.90641, 3.66414], [-1.24639, -2.51035, 4.87824], [-1.31372, -3.85322, 4.64510], [-1.50974, -4.08450, 3.32105], [-1.56015, -2.90740, 2.76370], [1.68162, -0.54754, -0.38266], [1.10852, -1.64599, 0.21047], [0.85503, -2.75565, -0.64214], [5.62689, -1.18618, -0.78136], [5.00611, -1.63005, -2.39858], [5.26384, -2.88682, -1.16320], [4.53421, 0.58525, -1.83377], [3.25847, 2.66253, -1.83341], [0.95874, 2.71801, -0.92452], [-0.73409, -0.38691, 0.33058], [-2.59361, -0.05965, -4.72832], [-3.04374, 1.86079, -6.44981], [-2.42868, 4.19633, -5.43427], [-3.27153, 3.65529, 0.02234], [1.19770, 1.59425, 2.26282], [-0.24754, 2.05978, 3.19658], [0.71368, -0.13430, 3.93302], [0.50191, -0.77953, 2.30503], [-1.70379, 0.05920, 4.24953], [-2.00412, -0.28431, 2.53650], [-1.10794, -1.94721, 5.77839], [-1.23677, -4.66386, 5.34139], [-1.71080, -2.73110, 1.71705], [0.16416, -2.46664, -1.44007], [1.77850, -3.14564, -1.07201], [0.39782, -3.51193, -0.00631]], "forces_ev_per_a": [[0.235, -0.014, -0.090], [-0.408, 0.122, 0.185], [-0.056, -0.040, 0.056], [0.138, -0.276, 0.004], [-0.140, 0.139, 0.039], [0.121, -0.049, 0.003], [0.116, -0.331, 0.078], [-0.044, -0.299, -0.249], [-0.213, 0.275, 0.504], [-0.058, -0.239, -0.085], [-0.017, 0.217, 0.163], [-0.092, 0.386, -0.571], [0.095, -0.014, 0.422], [-0.012, 0.128, -0.094], [0.199, 0.045, 0.393], [-0.097, -0.388, -0.555], [0.086, -0.361, -0.274], [0.015, -0.057, 0.298], [-0.032, 0.121, 0.201], [-0.125, 0.121, -0.033], [-0.038, 0.037, -0.061], [0.166, -0.049, 0.360], [-0.262, 0.214, -0.082], [0.407, 0.424, -0.203], [-0.176, -0.297, 0.068], [0.032, -0.123, 0.279], [0.068, 0.173, 0.210], [-0.052, -0.448, -0.411], [-0.053, 0.033, -0.104], [-0.088, 0.043, -0.034], [0.425, 0.374, 0.060], [-0.134, -0.284, -0.279], [-0.027, -0.012, -0.031], [0.002, 0.009, 0.048], [0.026, 0.089, -0.035], [0.097, -0.053, -0.024], [0.048, 0.079, -0.042], [-0.075, 0.128, -0.016], [-0.048, 0.199, -0.027], [0.006, -0.195, 0.004], [-0.068, 0.007, -0.162], [-0.028, 0.181, -0.123], [0.081, -0.089, -0.001], [-0.098, 0.052, 0.055], [0.110, -0.012, -0.075], [0.042, -0.034, -0.015], [0.011, -0.054, 0.067], [-0.063, -0.064, -0.128], [-0.004, -0.004, 0.122], [0.024, 0.144, 0.172], [0.023, -0.095, 0.218], [-0.034, 0.171, -0.269], [0.025, -0.021, 0.072], [-0.065, 0.012, 0.060], [0.006, -0.021, -0.069]]}


Q: What is the formula in the second record?
A: C23H23IrN5O5